# 1
A molecular structure, C5H9MgO4Tl at a distorted geometry, computed with wB97M-V/def2-TZVPD.

XYZ file:
```
20
C5H9MgO4Tl | the OMol25 dataset | wB97M-V/def2-TZVPD
O 0.43235 2.64092 -0.24172
C 1.58288 2.06701 0.04685
C 1.74288 0.79940 0.52382
O 0.46231 0.18594 0.78336
C 0.19792 -0.95530 -0.01462
C -1.27399 -1.26154 0.08643
O -1.98406 -0.07222 -0.25022
C -3.38891 -0.25971 -0.35559
Tl -1.04678 1.64350 0.60711
H 2.49481 2.66867 -0.11034
H 0.79053 -1.81713 0.33103
H 0.46894 -0.73907 -1.06029
H -1.55122 -1.57281 1.10655
H -1.53916 -2.06683 -0.61468
H -3.84218 0.71933 -0.54316
H -3.61159 -0.93643 -1.19228
H -3.79144 -0.67970 0.57818
H 5.08062 -0.19061 -0.89089
Mg 3.63167 0.08461 1.12233
O 5.14443 -0.25803 0.08813
```

For the HOMO energy (alpha / beta), the calculation gives -12.36 / -12.28 eV. Its spin multiplicity is 2. As for the energy above the lowest of the compared OMol25 structures with the same formula, charge and spin: 0.0 kcal/mol. The value obtained for the LUMO energy (alpha / beta) is -3.8 / -6.2 eV. As for the charge: +1.

=====

# 2
A gas-phase ion, C5H9N (charge -1) at a distorted geometry, computed with wB97M-V/def2-TZVPD.

XYZ file:
```
15
C5H9N | the OMol25 dataset | wB97M-V/def2-TZVPD
N 1.60425 0.90455 0.35607
C 0.61685 0.31039 -0.51021
C -0.52355 -0.26074 0.01784
C -0.93014 -0.29033 1.35741
C -2.22168 -0.65027 1.78627
C 0.98234 0.24387 -1.94326
H 2.46862 1.02150 -0.14828
H 1.60398 0.45755 1.26361
H -1.20731 -0.63841 -0.74089
H -0.23118 0.25410 2.00064
H -2.44478 -1.08977 2.74537
H -2.92230 -0.87070 0.98137
H 2.04190 0.06771 -2.17018
H 0.45822 -0.58178 -2.44325
H 0.70478 1.12234 -2.55252
```

For the HOMO energy (alpha / beta), the calculation gives 0.49 / -1.82 eV. Its spin multiplicity is 2. As for the energy above the lowest of the compared OMol25 structures with the same formula, charge and spin: 1.0 kcal/mol. The value obtained for the LUMO energy (alpha / beta) is 4.3 / 4.1 eV. As for the charge: -1.

=====

# 3
2 unconnected molecules or ions with the total composition C5H9N at a distorted geometry, computed with wB97M-V/def2-TZVPD.

XYZ file:
```
15
C5H9N | the OMol25 dataset | wB97M-V/def2-TZVPD
C 1.25092 -0.00077 0.74786
C -0.52426 1.52878 -0.36830
C -1.34828 0.54288 -0.64983
C 1.38725 -0.81314 -0.44496
C -1.21856 -0.89363 -0.10649
N 1.60556 0.39209 1.75483
H -0.67534 2.56221 -0.80436
H 0.24165 1.47917 0.34051
H -2.01613 0.62117 -1.45206
H 1.31174 -1.89560 -0.16585
H 2.32267 -0.53710 -0.84214
H 0.52066 -0.71202 -1.06904
H -0.71965 -1.49504 -0.79147
H -2.26391 -1.19414 0.02922
H -0.81026 -0.83347 0.85736
```

For the HOMO energy, the calculation gives -10.10 eV. As for the energy above the lowest of the compared OMol25 structures with the same formula, charge and spin: 67.7 kcal/mol. The value obtained for the LUMO energy is 0.8 eV. As for the charge: 0.

=====

# 4
C5H9N in the gas phase at a distorted geometry, computed with wB97M-V/def2-TZVPD.

XYZ file:
```
15
C5H9N | the OMol25 dataset | wB97M-V/def2-TZVPD
C 0.96910 -0.40196 -1.24961
C -0.33024 -1.10986 -1.18312
C 0.08631 -0.05923 -0.04629
C 0.50562 -0.46660 1.31744
C -0.84074 1.23927 -0.18004
N 2.05338 -0.28996 -1.88264
H -1.08383 -0.82914 -1.78467
H -0.43948 -2.08890 -0.83738
H 0.86083 0.27233 1.95432
H 1.24749 -1.28229 1.20393
H -0.43728 -0.80297 1.77188
H -0.69790 1.83008 -1.09793
H -0.64042 1.78312 0.75928
H -1.85056 0.69904 -0.03545
H 2.72437 0.37062 -1.41956
```

For the HOMO energy, the calculation gives -8.88 eV. As for the energy above the lowest of the compared OMol25 structures with the same formula, charge and spin: 58.6 kcal/mol. The value obtained for the LUMO energy is 0.9 eV. As for the charge: 0.

=====

# 5
C5H9N in the gas phase at a distorted geometry, computed with wB97M-V/def2-TZVPD.

XYZ file:
```
15
C5H9N | the OMol25 dataset | wB97M-V/def2-TZVPD
C 1.25847 -0.49450 -0.93865
C 0.62777 -0.10303 0.43759
C 0.03048 1.39464 0.20498
C -0.72391 -1.02734 0.65123
C -1.91767 -0.32162 -0.01211
H 0.64319 -0.09124 -1.73797
H 2.19132 -0.12499 -1.22839
H 1.20741 -1.59856 -0.90172
H 1.38503 -0.14741 1.38449
H -0.32120 1.70032 1.24918
H 0.68460 2.20983 -0.05747
H -0.99979 1.65634 -0.32296
H -0.40868 -2.07839 0.31652
H -0.97012 -1.08867 1.70937
N -2.68689 0.11463 -0.75410
```

For the HOMO energy, the calculation gives -11.01 eV. As for the energy above the lowest of the compared OMol25 structures with the same formula, charge and spin: 48.5 kcal/mol. The value obtained for the LUMO energy is 0.9 eV. As for the charge: 0.

=====

# 6
C5H9N in the gas phase at a distorted geometry, computed with wB97M-V/def2-TZVPD.

XYZ file:
```
15
C5H9N | the OMol25 dataset | wB97M-V/def2-TZVPD
N 1.27092 -0.56545 -0.74386
C 0.79564 -0.49866 0.61664
C 1.25039 -0.71039 1.81320
C -1.16698 1.49000 -1.28457
C -1.39950 0.23166 -0.56370
C -0.70011 -0.16228 0.53058
H 2.29975 -0.54224 -0.99767
H 0.71003 -0.11222 -1.43539
H 2.02368 -1.42050 2.19430
H 0.50503 -0.47309 2.61495
H -1.85672 2.25667 -0.99345
H -1.33304 1.41051 -2.39970
H -0.20139 1.79919 -0.97691
H -2.31096 -0.37960 -0.86710
H -1.40945 -0.68261 1.39501
```

For the HOMO energy, the calculation gives -8.00 eV. As for the energy above the lowest of the compared OMol25 structures with the same formula, charge and spin: 77.6 kcal/mol. The value obtained for the LUMO energy is 0.6 eV. As for the charge: 0.

=====

# 7
C5H9N in the gas phase, computed with wB97M-V/def2-TZVPD.

XYZ file:
```
15
C5H9N | the OMol25 dataset | wB97M-V/def2-TZVPD
C 0.96322 -1.16602 1.02651
C 1.77923 -0.80508 -0.17616
C 0.59976 0.04314 0.20060
N -0.58076 -0.03741 -0.61863
C -1.14360 1.23713 -1.04809
C -1.80069 0.42912 0.02100
H 0.28016 -2.00605 0.93227
H 1.34553 -0.99325 2.03385
H 2.76543 -0.38456 -0.00242
H 1.65260 -1.41872 -1.06981
H 0.77787 1.02949 0.64823
H -0.63657 2.15422 -0.72994
H -1.54835 1.28388 -2.06451
H -2.69477 -0.14598 -0.21010
H -1.75906 0.78006 1.05720
```

For the HOMO energy, the calculation gives -9.17 eV. As for the energy above the lowest of the compared OMol25 structures with the same formula, charge and spin: 50.2 kcal/mol. The value obtained for the LUMO energy is 1.3 eV. As for the charge: 0.

=====

# 8
C5H9N in the gas phase, computed with wB97M-V/def2-TZVPD.

XYZ file:
```
15
C5H9N | the OMol25 dataset | wB97M-V/def2-TZVPD
C -0.35156 0.59596 1.55604
C 0.73929 -0.42714 1.46242
C 0.47830 0.48850 0.31149
N -0.11989 -0.04402 -0.91641
C -0.82144 0.80762 -1.66002
C 0.12918 -1.32072 -1.21393
H -1.37210 0.23254 1.51457
H -0.19941 1.46845 2.18317
H 1.65608 -0.28454 2.02144
H 0.42639 -1.45924 1.34688
H 1.16972 1.29522 0.09615
H -1.24952 1.68861 -1.21610
H -1.07749 0.50756 -2.66606
H 0.99491 -1.78360 -0.77374
H -0.40246 -1.76521 -2.04590
```

For the HOMO energy, the calculation gives -6.63 eV. As for the energy above the lowest of the compared OMol25 structures with the same formula, charge and spin: 77.3 kcal/mol. The value obtained for the LUMO energy is 1.1 eV. As for the charge: 0.